Run one
Density functional theory data (wB97M-V/def2-TZVPD) for one molecule with the formula C5H6O3.

Positions of all 14 atoms, in Å:
C: -0.797 1.318 -0.058
C: -0.987 -0.143 0.011
C: -0.027 -1.058 -0.753
C: 1.838 -0.072 0.015
C: -0.072 -1.011 0.783
H: -1.311 1.909 0.701
H: -1.271 1.685 -1.020
H: 0.208 1.755 0.042
H: -2.045 -0.480 0.152
H: -0.320 -1.807 -1.434
H: -0.364 -1.726 1.522
O: 1.145 -0.488 -1.071
O: 2.870 0.483 -0.017
O: 1.133 -0.366 1.125

Frontier orbital gap: 11.0 eV
SMILES: C[C@H]1[C@H]2OC(=O)O[C@@H]12
Multiplicity: 1
HOMO: -10.260 eV

Run two
Density functional theory data (wB97M-V/def2-TZVPD) for a 2-piece molecular cluster, C5H6O3 overall.

Positions of all 14 atoms, in Å:
C: -0.239 -0.707 0.898
C: -0.495 0.864 0.975
C: -0.524 1.283 -0.514
C: 0.369 0.369 -1.480
C: 0.524 -0.796 -0.503
H: 0.750 -2.370 1.267
H: -0.974 -1.797 0.783
H: -1.504 1.356 1.220
H: 0.539 1.281 1.457
H: 1.139 0.893 -2.152
H: -0.434 0.189 -2.329
O: 0.788 -1.034 1.861
O: -1.256 2.264 -0.766
O: 1.315 -1.795 -0.719

Frontier orbital gap: 9.4 eV
Multiplicity: 1
HOMO: -9.879 eV

Of them, run one has the highest stability.

Run one
Density functional theory data (wB97M-V/def2-TZVPD) for one molecule with the formula C5H6O3.

Positions of all 14 atoms, in Å:
C: 2.421 -0.144 -0.333
C: 1.111 -0.501 0.223
C: -1.114 0.332 0.112
C: -1.822 1.357 0.448
C: -1.786 -0.927 -0.307
H: 2.432 0.038 -1.411
H: 2.565 0.756 0.166
H: 3.381 -0.712 -0.071
H: -1.379 2.394 0.721
H: -2.892 1.106 0.666
H: -1.008 -1.444 -0.860
O: 0.770 -1.315 1.052
O: 0.219 0.368 -0.264
O: -2.898 -1.308 -0.142

Frontier orbital gap: 10.4 eV
SMILES: C=C(C=O)OC(C)=O
Multiplicity: 1
HOMO: -10.169 eV

Run two
Density functional theory data (wB97M-V/def2-TZVPD) for C5H6O3 as an isolated structure.

Positions of all 14 atoms, in Å:
C: -2.190 0.585 -0.381
C: -1.394 -0.295 0.451
C: 0.234 -0.099 0.733
C: 1.997 0.554 -0.574
C: 2.045 -0.779 -0.489
H: -3.159 0.416 0.120
H: -1.844 1.535 -1.288
H: -2.025 -0.855 1.524
H: 0.629 -0.004 1.773
H: 2.646 1.546 -0.855
H: 3.021 -1.332 -0.583
O: -1.692 -0.971 -0.848
O: 0.813 1.063 0.237
O: 0.917 -1.363 0.181

Frontier orbital gap: 9.5 eV
Multiplicity: 1
HOMO: -8.604 eV

Run three
Density functional theory data (wB97M-V/def2-TZVPD) for one molecule with the formula C5H6O3.

Positions of all 14 atoms, in Å:
C: -1.190 -0.195 -0.486
C: -0.433 -0.774 0.683
C: -0.307 0.722 1.171
C: -0.254 1.058 -0.311
C: 1.248 -0.579 -0.842
H: -0.784 -1.564 1.313
H: 0.611 0.841 1.770
H: -1.145 1.197 1.550
H: -0.691 1.924 -0.727
H: 0.736 -0.908 -1.730
H: 2.374 -0.837 -1.018
O: -2.228 -0.472 -0.954
O: 1.205 0.864 -0.753
O: 0.858 -1.277 0.334

Frontier orbital gap: 10.5 eV
SMILES: O=C1[C@@H]2C[C@H]1OCO2
Multiplicity: 1
HOMO: -9.843 eV

Of them, run one has the highest stability.

Run one
Density functional theory data (wB97M-V/def2-TZVPD) for an isolated ion of composition C7H13N2OS and charge +1.

Positions of all 24 atoms, in Å:
C: -1.322 0.708 -2.679
C: -1.766 -0.487 -2.995
C: -0.516 0.728 -1.531
C: -1.377 -0.092 1.256
C: 1.197 0.715 2.080
C: 2.145 -0.855 0.477
C: -0.173 -0.568 0.538
N: -0.589 -0.362 -0.835
N: 1.016 0.057 0.744
O: 0.276 1.766 -1.287
S: -1.381 -1.639 -1.778
H: -1.522 1.644 -3.173
H: -2.260 -0.722 -3.912
H: -1.488 1.004 1.214
H: -1.384 -0.396 2.305
H: -2.251 -0.589 0.844
H: 1.147 -0.217 2.870
H: 2.066 1.235 2.044
H: 0.338 1.282 2.341
H: 3.033 -0.415 0.874
H: 1.869 -1.713 1.010
H: 2.231 -1.031 -0.655
H: -0.024 -1.698 0.711
H: 0.734 1.644 -0.463

Frontier orbital gap: 9.4 eV
Multiplicity: 1
HOMO: -13.358 eV
Net charge: +1

Run two
Density functional theory data (wB97M-V/def2-TZVPD) for a 2-piece molecular cluster, C7H13N2OS overall.

Positions of all 24 atoms, in Å:
C: -0.191 0.102 0.258
C: -0.224 -2.620 -2.939
C: 2.196 0.035 -0.633
C: 0.332 1.519 -1.626
C: -1.925 -0.780 1.701
C: -0.434 0.990 2.464
C: 0.933 0.888 -0.293
N: -1.420 -2.001 -0.911
N: -0.740 0.051 1.440
O: -0.839 -2.256 -1.994
S: 0.415 -3.056 -4.277
H: 2.042 -0.825 -1.339
H: 2.723 -0.288 0.400
H: 2.798 0.638 -1.206
H: -0.109 0.671 -2.124
H: 1.094 2.097 -2.192
H: -0.445 2.219 -1.475
H: -1.596 -1.791 1.772
H: -2.200 -0.538 2.832
H: -2.732 -0.612 1.024
H: -0.342 2.068 2.260
H: -1.017 1.056 3.416
H: 0.479 0.777 3.027
H: 1.202 1.654 0.415

Frontier orbital gap (alpha / beta): 6.1 / 6.0 eV
Multiplicity: 1
HOMO (alpha / beta): -12.047 / -11.999 eV
Net charge: +1

Of them, run one has the highest stability.

Run one
Density functional theory data (wB97M-V/def2-TZVPD) for an isolated ion of composition C2H5N2 and charge +1.

Positions of all 9 atoms, in Å:
C: 0.434 -0.885 0.016
C: 0.704 0.632 0.043
N: -1.800 0.056 -0.006
N: -0.622 -0.038 0.081
H: 0.602 -1.614 -0.905
H: 0.869 -1.347 0.826
H: 1.119 1.126 0.905
H: 1.083 1.115 -0.877
H: -2.389 0.955 -0.085

Frontier orbital gap: 10.3 eV
SMILES: N=[N+]1CC1
Multiplicity: 1
HOMO: -16.700 eV
Net charge: +1

Run two
Density functional theory data (wB97M-V/def2-TZVPD) for an isolated ion of composition C2H5N2 and charge +1.

Positions of all 9 atoms, in Å:
C: 0.569 -0.881 0.093
C: 0.643 0.632 0.001
N: -1.789 -0.020 -0.019
N: -0.589 -0.123 0.037
H: 0.644 -1.566 -0.853
H: 0.929 -1.450 0.841
H: 0.968 1.222 0.774
H: 0.697 1.247 -0.921
H: -2.072 0.940 0.046

Frontier orbital gap: 10.8 eV
SMILES: N=[N+]1CC1
Multiplicity: 1
HOMO: -17.195 eV
Net charge: +1

Run three
Density functional theory data (wB97M-V/def2-TZVPD) for an isolated ion of composition C2H5N2 and charge +1.

Positions of all 9 atoms, in Å:
C: 2.001 -1.236 0.371
C: -0.908 0.723 -0.605
N: 0.601 -0.712 0.495
N: -0.161 0.247 0.520
H: 2.158 -2.297 0.466
H: -0.670 1.781 -0.768
H: -0.660 0.155 -1.503
H: -1.983 0.656 -0.405
H: -0.379 0.682 1.429

Frontier orbital gap (alpha / beta): 9.3 / 9.3 eV
SMILES: C#[N+]NC
Multiplicity: 1
HOMO (alpha / beta): -15.918 / -15.917 eV
Net charge: +1

Of them, run two has the highest stability.

Run one
Density functional theory data (wB97M-V/def2-TZVPD) for one molecule with the formula C8H10N2O2.

Positions of all 22 atoms, in Å:
C: -1.032 -2.046 -0.306
C: -1.641 -2.749 0.481
C: 0.393 0.168 -0.225
C: -0.488 -1.208 -1.792
C: 0.798 1.406 0.080
C: 1.087 1.819 1.431
C: 0.783 2.463 -0.998
C: 1.214 0.681 2.513
N: -1.203 -2.901 -3.249
N: -0.661 -1.753 -2.885
O: 1.217 2.985 1.752
O: -0.057 -0.020 -1.499
H: -1.540 -3.467 -2.442
H: -2.088 -3.277 1.217
H: 0.301 -0.679 0.390
H: 0.166 2.130 -1.855
H: 1.741 2.576 -1.478
H: 0.243 3.365 -0.637
H: 0.273 0.404 2.809
H: 1.529 1.272 3.304
H: 2.009 -0.038 2.259
H: -1.918 -2.716 -3.962

Frontier orbital gap: 9.3 eV
SMILES: C#C/C(=N\N)O/C=C(\C)C(C)=O
Multiplicity: 1
HOMO: -8.916 eV

Run two
Density functional theory data (wB97M-V/def2-TZVPD) for one molecule with the formula C8H10N2O2.

Positions of all 22 atoms, in Å:
C: 1.256 -3.419 -0.170
C: 1.887 -0.204 1.466
C: 1.458 -0.889 0.183
C: 2.675 0.148 0.463
C: -3.363 0.452 0.121
C: 0.374 -0.173 -0.645
C: -2.016 0.672 -0.607
C: -0.918 -0.169 0.107
N: 1.406 -2.262 -0.081
N: 3.663 0.857 -0.194
O: 4.595 0.289 -0.694
O: 3.445 2.069 -0.102
H: 1.885 -0.053 2.586
H: -3.784 -0.491 -0.195
H: -3.968 1.466 -0.136
H: -3.088 0.385 1.132
H: 0.081 -0.604 -1.567
H: 0.799 0.807 -0.878
H: -2.167 0.551 -1.667
H: -1.869 1.725 -0.461
H: -1.396 -1.196 0.141
H: -0.956 0.038 1.199

Frontier orbital gap: 9.6 eV
Multiplicity: 1
HOMO: -10.475 eV

Of them, run one has the highest stability.

Run one
Density functional theory data (wB97M-V/def2-TZVPD) for a 2-piece molecular cluster, C2H6O overall.

Positions of all 9 atoms, in Å:
C: 0.169 -0.940 0.108
C: -0.381 0.444 -0.127
O: -0.862 1.127 0.895
H: -0.702 -1.569 0.329
H: 0.690 -1.339 -0.768
H: 0.820 -0.945 0.983
H: -0.857 0.569 -1.118
H: 0.838 1.150 -0.517
H: 0.286 1.503 0.215

Frontier orbital gap: 10.3 eV
Multiplicity: 1
HOMO: -9.560 eV

Run two
Density functional theory data (wB97M-V/def2-TZVPD) for a 2-piece molecular cluster, C2H6O overall.

Positions of all 9 atoms, in Å:
C: -1.069 0.284 0.099
C: -0.773 -0.775 0.830
H: -2.095 0.606 -0.176
H: -0.515 0.972 -0.511
H: -1.457 -1.486 1.271
H: 0.251 -0.856 1.216
H: 1.456 0.372 0.153
H: 1.380 -0.402 -1.129
O: 1.518 0.501 -0.797

Frontier orbital gap: 11.3 eV
SMILES: C=C.O
Multiplicity: 1
HOMO: -10.281 eV

Of them, run two has the highest stability.